Entry from the OMol25 dataset: C5H12N2O2 in the gas phase (ωB97M-V/def2-TZVPD).

Geometry (Å):
C  -1.4833  -1.0795  -1.1525
O  -1.3488  -0.6476  0.1492
C  -0.0996  -0.3667  0.7241
C  -0.4623  0.0615  2.1240
C  0.8953  -1.6166  0.6696
O  0.4522  0.8061  0.0961
C  1.0724  0.8229  -1.0525
N  1.1952  1.8524  -1.7775
N  0.6615  2.9643  -1.1402
H  -2.5308  -1.3882  -1.2152
H  -0.8579  -2.0056  -1.4393
H  -1.3152  -0.3694  -1.9340
H  0.4086  0.2175  2.7449
H  -1.0744  -0.6629  2.6819
H  -0.9770  1.0413  2.1338
H  0.5882  -2.3631  1.3499
H  0.9608  -2.1354  -0.2752
H  1.8980  -1.3200  0.8418
H  1.6167  -0.0895  -1.3060
H  0.3626  3.6680  -1.7926
H  0.0380  2.6108  -0.4303

Summary:
- DFT total energy (hartree) = -457.62842
- LUMO energy (eV) = 0.83
- spin multiplicity = 1
- SMILES string = COC(C)(C)O/C=N\N

Mulliken atomic charge list, values in e, 8 entries: -0.6740 -0.3860 1.4590 -1.6332 -1.6605 -0.5275 0.1819 -0.4890

Entry from the OMol25 dataset: 2 unconnected molecules or ions with the total composition C5H12N2O2 (ωB97M-V/def2-TZVPD).

Geometry (Å):
C  -1.3187  0.1893  2.0811
O  -1.1632  -0.6626  0.9473
C  -1.7632  -0.2252  -0.2636
N  -1.7655  -1.2467  -1.1488
O  -2.3916  0.8067  -0.4197
H  -2.0891  -0.2178  2.7414
H  -0.3726  0.1938  2.6321
H  -1.5641  1.2213  1.8089
H  -1.8495  -1.0753  -2.1386
H  -1.4657  -2.1653  -0.8613
C  1.6312  1.3150  0.5243
C  1.3490  0.4716  -0.4814
C  1.9871  -0.8904  -0.5423
N  0.5885  0.8888  -1.5802
H  1.1909  2.3051  0.5754
H  2.2248  0.9924  1.3724
H  1.5715  -1.5049  -1.3475
H  3.0671  -0.8109  -0.7005
H  1.8060  -1.4304  0.3930
H  0.3182  0.1428  -2.2144
H  0.0089  1.7028  -1.3774

Summary:
- DFT total energy (hartree) = -457.69819
- LUMO energy (eV) = 0.72
- spin multiplicity = 1
- SMILES string = COC(N)=O.C=C(C)N

Mulliken atomic charge list, values in e, 8 entries: -0.7015 -0.3208 0.6858 -0.3591 -0.5834 0.2749 0.2456 0.3278

Entry from the OMol25 dataset: 2 unconnected molecules or ions with the total composition C5H12N2O2 (ωB97M-V/def2-TZVPD).

Geometry (Å):
C  0.2722  2.1016  -1.1232
C  0.4333  0.6075  -0.8915
N  0.6545  -0.0642  -2.1493
C  1.3725  0.2042  0.0773
O  1.8434  0.9565  1.0778
H  1.2271  2.5490  -1.4056
H  -0.0467  2.6301  -0.2214
H  -0.4290  2.2773  -1.9383
H  0.5785  -1.0680  -2.0242
H  -0.0494  0.2188  -2.8226
H  1.7881  -0.7919  0.0520
H  1.4808  1.8514  1.0351
H  -1.2466  -1.9611  -0.8502
N  -1.8395  -1.1714  -0.5957
C  -1.2194  -0.2960  0.1120
O  -0.4322  -0.7386  1.3180
C  -0.6399  -1.7599  2.2618
H  -1.8236  0.5331  0.4973
H  -0.7065  -1.2896  3.2490
H  -1.4860  -2.4200  2.0549
H  0.2686  -2.3686  2.2867

Summary:
- DFT total energy (hartree) = -457.54932
- LUMO energy (spin up / spin down) (eV) = 0.40 / 0.40
- spin multiplicity = 1
- SMILES string = C/C(N)=C\O.[H]/N=C\OC

Mulliken atomic charge list, values in e, 8 entries: -1.8712 1.1043 -0.6479 -0.3299 -0.4720 0.3589 0.4405 0.4586

Entry from the OMol25 dataset: C5H12N2O2 in the gas phase (ωB97M-V/def2-TZVPD).

Geometry (Å):
C  0.3111  -1.5275  -1.9864
C  -0.0532  -1.3825  -0.6961
C  -0.7711  -0.1727  -0.0666
C  -1.3815  0.7787  -1.1040
O  -1.8533  -0.7477  0.6687
N  0.1414  0.6074  0.7707
C  0.1759  0.2010  2.1682
O  1.4955  0.0966  0.2103
N  2.4369  1.0995  -0.1274
H  0.3213  -0.6926  -2.6786
H  0.6880  -2.4744  -2.3553
H  0.0372  -2.2392  -0.0340
H  -1.9580  1.5671  -0.6042
H  -2.0750  0.2387  -1.7579
H  -0.6235  1.2649  -1.7238
H  -2.3646  -0.0006  1.0133
H  0.9873  0.7279  2.6824
H  -0.7532  0.4894  2.6741
H  0.3120  -0.8761  2.3112
H  1.8725  1.9412  -0.0460
H  3.0542  1.1009  0.6814

Summary:
- DFT total energy (hartree) = -457.53484
- LUMO energy (eV) = 0.83
- spin multiplicity = 1
- SMILES string = C=C[C@@](C)(O)N(C)ON

Mulliken atomic charge list, values in e, 8 entries: -0.8514 -0.2457 1.1316 -1.8050 -0.5717 -0.1327 -0.8203 -0.0926

Entry from the OMol25 dataset: 2 unconnected molecules or ions with the total composition C5H12N2O3 (ωB97M-V/def2-TZVPD).

Geometry (Å):
C  -2.0256  0.9401  0.5290
C  -0.5852  1.1435  0.1253
O  0.0630  2.0996  0.5595
C  -0.4523  1.0151  -1.6148
O  -1.1848  0.3549  -2.3106
O  0.3828  1.9739  -2.0658
H  -2.5222  0.1934  -0.0905
H  -2.0455  0.6004  1.5686
H  -2.5631  1.8866  0.4600
H  0.7854  2.4111  -1.2853
C  -0.2139  -1.8680  0.3608
N  0.5595  -0.6254  0.4689
C  1.7333  -0.6303  -0.8210
N  1.1983  -0.5907  1.7523
H  -0.7160  -1.8925  -0.6083
H  -0.9816  -1.9268  1.1424
H  0.4310  -2.7429  0.4792
H  1.3777  -0.7833  -1.8393
H  2.2781  0.3004  -0.6731
H  2.3257  -1.4957  -0.5278
H  0.5226  -0.6882  2.5143
H  1.6328  0.3245  1.8760

Summary:
- DFT total energy (hartree) = -532.85477
- LUMO energy (eV) = 0.67
- spin multiplicity = 1
- SMILES string = CC(=O)C(=O)O.CN(C)N

Mulliken atomic charge list, values in e, 8 entries: -1.3983 1.3127 -0.7301 0.2661 -0.5622 -0.5115 0.3380 0.3164

Entry from the OMol25 dataset: a molecular structure, C5H12N2O7PS3 (ωB97M-V/def2-TZVPD).

Geometry (Å):
C  -0.8315  2.7414  2.2105
C  -0.7457  1.5494  1.2915
O  0.1186  1.4074  0.4773
N  -1.8212  0.5991  1.4981
C  -2.9505  0.8972  0.6366
C  -4.2250  1.2383  1.3706
O  -2.8570  0.9189  -0.5571
S  -1.4889  -1.0996  1.7583
O  -1.9207  -1.2872  3.1136
O  -2.2274  -1.7524  0.7056
N  0.0594  -1.1668  1.6439
S  0.7833  -1.9949  0.4909
O  2.1790  -1.6603  0.5333
O  0.3916  -3.3832  0.4784
P  0.0508  -1.2169  -1.4439
S  1.4174  -0.5707  -2.6630
H  -0.3217  2.4909  3.1432
H  -1.8683  2.9793  2.4475
H  -0.3494  3.5976  1.7414
H  -4.3256  2.3273  1.3728
H  -4.1888  0.8916  2.4006
H  -5.0776  0.8152  0.8407
H  -0.6728  -2.3301  -1.8920
H  -0.9280  -0.2885  -1.0823
C  5.3242  -0.9481  -3.0565
O  4.9175  -1.4102  -4.3385
H  4.8668  -1.6011  -2.3176
H  6.4127  -0.9891  -2.9397
H  4.9827  0.0717  -2.8633
H  5.2960  -0.8264  -5.0006

Summary:
- DFT total energy (hartree) = -2369.86387
- net charge = -1
- LUMO energy (eV) = 2.91
- spin multiplicity = 1

Mulliken atomic charge list, values in e, 8 entries: -1.2292 0.5831 -0.4320 0.2237 0.5925 -1.3806 -0.4912 1.0212

Calculated molecular weight in order - 132.163, 132.163, 132.163, 132.163, 148.162, 339.333 g/mol